Here is a structure of composition C4H8ClNOS at a distorted geometry from the OMol25 dataset. Energies are from wB97M-V/def2-TZVPD.

The total charge is 0. The value obtained for the HOMO energy is -8.1 eV. The calculation puts the energy relative to the best compared isomer or geometry (same formula, charge and spin) at 5.498 eV. The HOMO-LUMO gap comes out at 8.3 eV.

Geometry (Å):
C 2.43370 -0.46538 0.00888
C -0.75938 -1.30374 -0.07283
C -0.46129 0.97607 -0.35151
C -1.89091 1.26300 0.18569
H 3.38161 -0.50529 -0.54701
H 2.46473 0.58773 0.51208
H 2.48875 -1.33600 0.72123
H -0.08564 -2.02405 0.64168
H -1.67911 -1.04146 0.42514
H -1.00517 -1.87950 -0.98677
H -2.19615 2.44638 0.05338
H -1.66748 1.48732 1.49884
N 0.03308 -0.21241 -0.32713
O 1.33325 -0.50578 -0.88372
S 0.62876 2.36979 -0.39602
Cl -3.01875 0.14333 -0.48193

Atomic partial charges in e from the natural (NBO) method, atoms 1 to 6:
1 C -0.29
2 C -0.43
3 C 0.17
4 C -0.55
5 H 0.21
6 H 0.22



Here is a structure of composition C23H20Cl3O3PReTe at a distorted geometry from the OMol25 dataset. Energies are from wB97M-V/def2-TZVPD.

The total charge is +2. Its multiplicity is 4. The value obtained for the HOMO energy (alpha / beta) is -14.0 / -14.1 eV. The HOMO-LUMO gap (alpha / beta) comes out at 6.1 / 5.8 eV.

Geometry (Å):
Re -0.11628 -1.77382 0.77050
O -0.54490 -0.73438 3.36377
C -0.08970 -0.28945 2.35328
C 0.43985 1.07773 2.15055
C 0.50044 2.00804 3.17294
C 1.05330 3.25728 2.90687
C 1.54864 3.56318 1.64410
C 1.49603 2.62841 0.61659
C 0.94528 1.38155 0.88672
P 0.80507 0.01103 -0.22633
C -2.92195 0.72324 0.60972
C -3.35808 1.92457 0.49776
C -3.48654 3.06738 -0.43063
C -3.48589 3.13686 -1.77242
C -3.39416 2.20008 -2.89033
C -3.05254 1.01459 -3.34053
C 1.69697 0.24204 -1.74035
C 2.80881 -0.57706 -1.96298
C 3.57482 -0.38246 -3.09990
C 3.21425 0.59160 -4.02196
C 2.09390 1.38852 -3.81324
C 1.33285 1.22519 -2.66930
H 0.12634 1.75748 4.15713
H 1.10638 3.99650 3.69484
H 1.98525 4.53541 1.46008
H 1.89384 2.86149 -0.36230
H -3.73170 2.08178 1.53157
H -3.68173 4.00247 0.07389
H -3.68136 4.14631 -2.11650
H -3.78913 2.63511 -3.82583
H -1.25804 -0.57390 -2.48718
H 3.07899 -1.34448 -1.24829
H 4.44858 -0.99585 -3.27134
H 3.80933 0.72893 -4.91481
H 1.81707 2.13876 -4.54106
H 0.46586 1.85438 -2.50373
C 2.43854 -4.60290 1.06113
Te 1.94375 -2.89668 2.23457
C 0.70309 -3.93883 3.61344
H 3.03085 -5.26139 1.69084
H 3.02822 -4.27647 0.20888
H 1.52960 -5.09925 0.73499
H 0.00994 -4.56958 3.06476
H 0.16359 -3.19343 4.19146
H 1.35056 -4.53069 4.25447
Cl -1.87640 0.10528 -1.58594
C -1.94367 -2.02372 -0.40748
Cl -4.85499 -2.15764 -0.15190
Cl -1.07110 -3.24874 -1.27237
C -2.54472 -2.45377 0.85357
O -3.82091 -2.56088 1.12278
O -1.73619 -2.79981 1.73551

Atomic partial charges in e from the natural (NBO) method, atoms 1 to 6:
1 Re 0.58
2 O -0.47
3 C 0.42
4 C -0.20
5 C -0.13
6 C -0.15



Here is an isolated molecule of C19H21ClN2O3S at a distorted geometry from the OMol25 dataset. Energies are from wB97M-V/def2-TZVPD.

As for the SMILES: Cc1ccc(S(=O)(=O)N(CC(=O)NC2CC2)c2ccc(C)c(Cl)c2)cc1. The total charge is 0. The value obtained for the HOMO energy is -8.8 eV. The calculation puts the energy relative to the best compared isomer or geometry (same formula, charge and spin) at 1.535 eV. The HOMO-LUMO gap comes out at 9.1 eV.

Geometry (Å):
C -3.58600 -3.46951 -0.64410
C -2.44759 -2.73394 -0.01233
C -1.15280 -2.86803 -0.50441
C -0.11046 -2.14290 0.04537
C -0.36761 -1.28599 1.09733
C -1.64010 -1.15213 1.61941
C -2.67600 -1.87830 1.06255
H -3.67600 -1.77451 1.45619
H -1.79617 -0.47854 2.44692
S 0.94506 -0.24867 1.70515
O 2.20654 -0.93351 1.59153
O 0.60669 0.28454 2.99269
N 0.96739 0.98421 0.53689
C -0.33277 1.51393 0.35818
C -0.86882 2.49133 1.18695
C -2.17812 2.90065 1.01273
C -2.99621 2.34476 0.03710
C -2.43511 1.36785 -0.78197
C -1.12147 0.96196 -0.64410
H -0.70728 0.21506 -1.30162
Cl -3.40084 0.60936 -1.99618
C -4.41974 2.76870 -0.13090
H -4.57271 3.18921 -1.12405
H -4.69087 3.51332 0.61181
H -5.08373 1.91091 -0.03359
H -2.58567 3.65941 1.66409
H -0.27020 2.90939 1.98092
C 2.06666 1.92583 0.71971
H 1.70567 2.95394 0.65342
H 2.52726 1.76917 1.70127
C 3.12369 1.72234 -0.37817
O 3.47114 2.62247 -1.11556
N 3.59687 0.46922 -0.41685
C 4.57647 0.02865 -1.35263
C 5.62908 -0.93808 -0.90187
C 4.53665 -1.39153 -1.82770
H 4.78019 -1.59850 -2.85812
H 3.77248 -2.03414 -1.41766
H 6.62880 -0.82920 -1.29193
H 5.58889 -1.27685 0.12187
H 4.83863 0.81816 -2.04484
H 3.25662 -0.20167 0.26646
H 0.89760 -2.22624 -0.32821
H -0.96324 -3.53654 -1.33108
H -4.11215 -2.80341 -1.32831
H -3.23382 -4.32779 -1.20971
H -4.29689 -3.80440 0.10733

Atomic partial charges in e from the natural (NBO) method, atoms 1 to 6:
1 C -0.64
2 C 0.01
3 C -0.21
4 C -0.17
5 C -0.35
6 C -0.17



- Which formula does entry 2 have?
  C23H20Cl3O3PReTe